No. 1
{"formula": "C16H15BrNO3S2Ti", "method": "ωB97M-V/def2-TZVPD", "spin_multiplicity": 1, "lumo_ev": 2.493, "charge": -1, "species": ["Ti", "C", "C", "S", "C", "C", "S", "H", "H", "H", "H", "H", "H", "O", "N", "C", "C", "C", "C", "C", "H", "H", "H", "H", "H", "Br", "C", "C", "C", "C", "C", "C", "C", "O", "O", "H", "H", "H", "H"], "positions_angstrom": [[-1.0087, -0.7164, 0.4671], [3.5426, -1.9644, 1.3210], [2.0278, -1.9023, 1.2842], [1.3083, -1.6367, -0.2981], [1.2872, -2.0620, 2.3958], [1.8781, -2.2881, 3.7639], [-0.4810, -2.0166, 2.3820], [3.9378, -1.8675, 0.3122], [3.9025, -2.9092, 1.7393], [3.9594, -1.1547, 1.9269], [2.9390, -2.5370, 3.7229], [1.3516, -3.1009, 4.2703], [1.7616, -1.3962, 4.3871], [-2.6321, -0.6772, 0.6154], [-1.5024, -1.9490, -1.4314], [-1.3570, -3.2725, -1.4399], [-1.7931, -4.0537, -2.4976], [-2.3768, -3.4345, -3.5908], [-2.5184, -2.0561, -3.5809], [-2.0777, -1.3529, -2.4719], [-0.8628, -3.6972, -0.5759], [-1.6648, -5.1268, -2.4636], [-2.7158, -4.0165, -4.4388], [-2.9674, -1.5302, -4.4122], [-2.1810, -0.2777, -2.3959], [0.6456, 6.2968, 2.6755], [0.2365, 5.2862, 1.1156], [0.1724, 5.9391, -0.1045], [-0.1236, 5.2010, -1.2426], [-0.3505, 3.8374, -1.1534], [-0.2816, 3.2011, 0.0794], [0.0146, 3.9275, 1.2271], [-0.5170, 1.7265, 0.1779], [-0.8105, 1.0646, -0.8498], [-0.4106, 1.1573, 1.2982], [0.3525, 7.0036, -0.1618], [-0.1732, 5.7006, -2.2018], [-0.5786, 3.2419, -2.0267], [0.0675, 3.4126, 2.1762]], "lowdin_charge": [0.555, -0.161, -0.800, 0.528, -0.786, -0.156, 0.571, 0.038, 0.064, 0.071, 0.052, 0.056, 0.069, -0.447, -0.045, -0.136, -0.057, -0.082, -0.061, -0.108, 0.096, 0.101, 0.099, 0.099, 0.110, 0.703, -0.676, -0.140, -0.077, -0.013, -0.110, -0.053, -0.595, -0.071, -0.067, 0.093, 0.101, 0.117, 0.118]}

***

No. 2
{"formula": "C16H15BrPbTe", "method": "ωB97M-V/def2-TZVPD", "spin_multiplicity": 1, "lumo_ev": [-3.155, -3.156], "species": ["C", "C", "C", "H", "C", "C", "H", "H", "H", "H", "Pb", "Br", "C", "C", "C", "H", "C", "C", "H", "H", "H", "H", "Te", "C", "C", "C", "C", "C", "C", "H", "H", "H", "H", "H"], "positions_angstrom": [[-2.0389, -0.9344, -0.9262], [-1.8318, -1.4514, 0.4162], [-1.8996, -0.3410, 1.3318], [-1.6159, -2.4854, 0.6821], [-2.1054, 0.8779, 0.5506], [-2.1613, 0.5048, -0.8441], [-2.2408, 1.1940, -1.6843], [-2.0142, -1.5243, -1.8453], [-1.7087, -0.3725, 2.4035], [-2.0874, 1.8939, 0.9456], [0.1340, -0.0009, -0.0088], [1.1670, -0.9874, -2.0274], [2.7177, 0.6036, -4.9999], [1.6122, 1.3976, -5.4356], [0.6152, 0.5170, -5.9594], [1.5434, 2.4760, -5.3820], [1.1049, -0.8211, -5.8481], [2.4044, -0.7681, -5.2543], [3.0406, -1.6159, -5.0406], [3.6329, 0.9743, -4.5585], [-0.3408, 0.8119, -6.3723], [0.5856, -1.7173, -6.1613], [0.6054, 2.0037, 1.8337], [0.3112, 0.8429, 3.5501], [-0.7816, 1.1319, 4.4103], [-0.9679, 0.3880, 5.5751], [-0.0853, -0.6405, 5.9097], [0.9932, -0.9315, 5.0732], [1.2031, -0.2068, 3.9011], [-1.4623, 1.9342, 4.1392], [-1.8136, 0.6200, 6.2257], [-0.2403, -1.2140, 6.8248], [1.6855, -1.7350, 5.3351], [2.0395, -0.4238, 3.2404]], "lowdin_charge": [-0.240, -0.210, -0.258, 0.112, -0.311, -0.201, 0.115, 0.104, 0.088, 0.055, 0.707, 0.161, -0.171, -0.127, -0.128, 0.079, -0.160, -0.144, 0.079, 0.076, 0.079, 0.075, 0.942, -0.662, -0.160, -0.087, -0.084, -0.088, -0.146, 0.094, 0.108, 0.106, 0.108, 0.091]}

***

No. 3
{"formula": "C16H15ClN2O4", "method": "ωB97M-V/def2-TZVPD", "relative_energy_ev": 10.715, "spin_multiplicity": 1, "lumo_ev": -1.234, "species": ["C", "C", "H", "H", "O", "C", "O", "C", "N", "C", "C", "C", "C", "C", "O", "C", "O", "N", "C", "C", "C", "C", "C", "C", "H", "H", "H", "H", "H", "H", "H", "Cl", "H", "H", "H", "H", "H", "H"], "positions_angstrom": [[5.1306, -0.8230, -1.8454], [3.9822, -1.6693, -1.7152], [4.2525, -2.6146, -1.5545], [3.2057, -1.6210, -2.5901], [3.0986, -1.3474, -0.7504], [3.3592, -1.6882, 0.6615], [4.1983, -2.5129, 1.0202], [2.5045, -0.9535, 1.5621], [1.8110, 0.2492, 1.1274], [2.6478, 1.2784, 0.9753], [1.9857, 2.6556, 0.4942], [0.5653, 2.5566, 0.0904], [-0.0730, 1.1683, 0.3142], [0.5162, 0.2342, 1.0002], [-0.1018, -0.9213, 1.0822], [-1.6289, 1.4358, 0.2087], [-1.9568, 2.3487, -0.3168], [-2.3150, 0.2963, 0.4042], [-3.5352, 0.2342, 0.0596], [-4.1639, -1.0858, 0.5793], [-5.5195, -1.4295, 0.2010], [-6.4540, -0.3719, -0.0615], [-5.8524, 0.8979, -0.4973], [-4.5708, 1.1384, -0.2139], [-4.1316, 2.2323, -0.8917], [-6.4301, 1.5570, -0.9603], [-7.3719, -0.8809, -0.3518], [-5.8081, -2.2417, 0.5252], [-3.5379, -1.9135, 0.9700], [-1.7204, -0.4790, 0.7762], [0.1979, 3.4474, -0.2663], [2.9807, 3.8285, 0.0579], [3.6922, 1.3020, 1.2377], [1.7190, -1.8263, 1.9154], [3.0971, -0.8445, 2.5771], [5.7897, -0.7174, -1.0404], [4.8423, 0.2304, -2.2306], [5.5950, -1.1495, -2.5539]], "lowdin_charge": [-0.044, -0.310, 0.083, 0.182, -0.032, -0.365, 0.112, -0.055, -0.001, 0.051, -0.699, 0.095, 0.032, -0.438, -0.058, -0.490, 0.168, 0.119, -0.234, 0.049, -0.081, -0.045, -0.109, -0.072, 0.195, 0.046, 0.086, -0.007, 0.101, 0.127, 0.077, 0.781, 0.129, 0.213, 0.192, 0.084, 0.136, -0.020]}

***

No. 4
{"formula": "C16H15ClN5O2Pt", "method": "ωB97M-V/def2-TZVPD", "spin_multiplicity": 1, "lumo_ev": -2.327, "charge": 1, "species": ["Pt", "N", "C", "C", "N", "C", "C", "N", "C", "C", "N", "H", "H", "H", "H", "H", "H", "Cl", "C", "C", "C", "C", "C", "C", "C", "O", "O", "H", "H", "H", "H", "C", "C", "C", "N", "H", "H", "H", "H", "H"], "positions_angstrom": [[-0.3426, 0.4886, -0.2402], [3.2430, 2.1082, -1.4822], [2.6156, 3.2687, -1.0884], [1.3439, 2.9167, -0.7863], [1.1971, 1.5616, -1.0000], [2.3611, 1.0895, -1.4126], [2.6386, -0.2912, -1.7553], [1.7542, -1.2583, -1.7283], [2.4264, -2.3812, -2.1202], [3.7269, -2.0831, -2.4089], [3.8573, -0.7416, -2.1699], [4.2024, 2.0443, -1.7738], [3.1213, 4.2163, -1.0629], [0.5275, 3.5251, -0.4425], [1.9368, -3.3379, -2.1807], [4.5518, -2.6860, -2.7440], [4.7117, -0.2230, -2.2732], [-1.2244, -3.4210, 7.0745], [-1.0448, -2.6276, 5.5522], [0.2072, -2.1575, 5.1769], [0.3481, -1.5224, 3.9581], [-0.7580, -1.3634, 3.1270], [-2.0082, -1.8400, 3.5139], [-2.1552, -2.4748, 4.7322], [-0.6077, -0.6933, 1.8399], [0.5186, -0.2202, 1.4404], [-1.5873, -0.5267, 1.0275], [1.0517, -2.2922, 5.8373], [1.3122, -1.1469, 3.6437], [-2.8570, -1.7100, 2.8567], [-3.1160, -2.8514, 5.0525], [-4.4782, 2.2824, -3.0496], [-3.2028, 1.6465, -3.6106], [-2.2542, 1.3019, -2.5563], [-1.5120, 1.0328, -1.7313], [-5.1527, 2.5106, -3.8717], [-4.2546, 3.2068, -2.5206], [-4.9845, 1.6033, -2.3666], [-2.6903, 2.3191, -4.3002], [-3.4230, 0.7276, -4.1565]], "lowdin_charge": [1.212, 0.130, -0.046, -0.095, -0.093, -0.233, -0.291, 0.110, -0.114, -0.065, 0.107, 0.163, 0.126, 0.114, 0.109, 0.120, 0.154, 0.710, -0.653, -0.082, 0.004, -0.146, 0.006, -0.080, -0.556, -0.131, -0.125, 0.112, 0.125, 0.127, 0.113, -0.076, -0.189, -0.095, 0.016, 0.084, 0.084, 0.086, 0.128, 0.129]}

***

No. 5
{"formula": "C16H15ClNO5SV", "method": "ωB97M-V/def2-TZVPD", "relative_energy_ev": 0.000, "spin_multiplicity": 4, "lumo_ev": [2.400, 2.398], "charge": -1, "s2": 3.764, "species": ["V", "O", "C", "O", "C", "C", "C", "C", "C", "N", "C", "O", "O", "H", "H", "H", "Cl", "C", "C", "C", "C", "C", "C", "C", "H", "H", "H", "H", "H", "H", "C", "S", "C", "O", "H", "H", "H", "H", "H", "H"], "positions_angstrom": [[-0.4661, -0.1321, -0.0425], [-0.8193, -0.1103, -4.1764], [-0.7717, 0.0473, -2.9639], [-0.4139, -0.8016, -2.0691], [-1.2412, 1.3957, -2.4030], [-1.8698, 2.3920, -3.1288], [-2.3639, 3.4921, -2.4333], [-2.2565, 3.5670, -1.0468], [-1.6157, 2.5317, -0.3896], [-1.1144, 1.5157, -1.0860], [-1.5163, 2.3633, 1.1340], [-1.9089, 3.2937, 1.8293], [-1.0596, 1.2284, 1.5113], [-1.9758, 2.2796, -4.1983], [-2.8663, 4.2858, -2.9741], [-2.6667, 4.3846, -0.4715], [2.7475, 0.0659, -2.4707], [2.8236, -1.2774, -1.3635], [3.3288, -2.4755, -1.8324], [3.4434, -3.5706, -0.9845], [3.0536, -3.4264, 0.3410], [2.5364, -2.2262, 0.7954], [2.3716, -1.0954, -0.0380], [1.7078, 0.0955, 0.4424], [3.6331, -2.5417, -2.8690], [3.8435, -4.5075, -1.3506], [3.1642, -4.2570, 1.0312], [2.2503, -2.1231, 1.8380], [2.0390, 1.0344, 0.0042], [1.7062, 0.1548, 1.5328], [-0.5294, -3.7324, -0.3408], [-0.9314, -2.3654, 0.7318], [-0.8924, -3.1831, 2.3229], [-2.3378, -1.9530, 0.4625], [-1.2531, -4.5366, -0.2113], [0.4913, -4.0520, -0.1301], [-0.5781, -3.3093, -1.3456], [0.1128, -3.5688, 2.4938], [-1.6321, -3.9829, 2.3394], [-1.1354, -2.4178, 3.0579]], "lowdin_charge": [0.709, 0.029, -0.611, -0.135, -0.148, 0.005, -0.050, 0.004, -0.148, 0.061, -0.603, 0.020, -0.111, 0.114, 0.100, 0.113, 0.699, -0.604, -0.129, -0.133, -0.147, -0.101, -0.365, -0.200, 0.095, 0.085, 0.093, 0.102, 0.028, 0.046, -0.205, 0.756, -0.218, -0.491, 0.063, 0.043, 0.059, 0.052, 0.060, 0.062]}

***

No. 6
{"formula": "C16H15CoF10N2O4SeTe2", "method": "ωB97M-V/def2-TZVPD", "relative_energy_ev": 0.269, "spin_multiplicity": 1, "lumo_ev": [-2.648, -2.595], "species": ["Co", "F", "Te", "F", "F", "F", "F", "O", "C", "C", "C", "C", "C", "C", "C", "C", "C", "C", "O", "O", "H", "H", "H", "H", "H", "H", "H", "H", "H", "H", "H", "F", "Te", "F", "F", "F", "F", "O", "Se", "N", "C", "C", "C", "C", "C", "C", "N", "H", "H", "H", "H"], "positions_angstrom": [[-0.4325, 1.8840, 0.0569], [2.5042, 4.6931, -0.1512], [1.3502, 3.8507, 1.0292], [1.7298, 2.1258, 0.2132], [2.8214, 3.5580, 2.0894], [1.0135, 5.3983, 1.9584], [0.4024, 2.7848, 2.2510], [-0.0823, 3.8397, -0.0845], [1.8823, -5.4831, 2.8519], [1.1852, -4.2967, 2.2475], [-0.1860, -4.1250, 2.3725], [-0.8463, -3.0410, 1.8065], [-2.3387, -2.9332, 1.9772], [-0.0871, -2.0823, 1.1195], [1.3015, -2.2249, 0.9845], [2.1672, -1.2438, 0.2335], [1.9071, -3.3422, 1.5420], [-0.7924, -0.9270, 0.4965], [-1.8101, -1.0404, -0.1605], [-0.1564, 0.2180, 0.6238], [1.1786, -6.1346, 3.3678], [2.6400, -5.1649, 3.5698], [2.3875, -6.0694, 2.0827], [-0.7667, -4.8570, 2.9221], [-2.6840, -3.6808, 2.6896], [-2.8565, -3.0879, 1.0316], [-2.6358, -1.9492, 2.3375], [1.7486, -0.9852, -0.7414], [3.1542, -1.6732, 0.0686], [2.2818, -0.3165, 0.7934], [2.9780, -3.4690, 1.4241], [-4.7493, 2.9446, 0.0276], [-3.7459, 1.7230, 0.9965], [-3.9104, 2.9897, 2.3378], [-5.3032, 0.9088, 1.5702], [-3.9794, 0.6639, -0.5214], [-2.9201, 0.6974, 2.3096], [-2.1403, 2.3920, 0.4089], [-1.6142, 0.1050, -2.3847], [-0.5681, 1.4490, -1.7759], [0.1497, 1.9381, -2.7975], [1.0858, 3.0099, -2.7824], [1.7185, 3.3344, -3.9385], [1.4784, 2.6486, -5.1696], [0.5821, 1.6379, -5.2314], [-0.1064, 1.2612, -4.0402], [-1.0020, 0.2874, -3.9966], [1.2598, 3.5705, -1.8836], [2.4261, 4.1532, -3.9307], [2.0164, 2.9559, -6.0559], [0.3640, 1.1042, -6.1456]], "lowdin_charge": [0.633, -0.334, 1.856, -0.350, -0.313, -0.318, -0.330, -0.513, -0.046, -0.256, -0.003, -0.181, -0.024, -0.048, -0.183, -0.029, -0.008, -0.529, -0.086, -0.092, 0.074, 0.084, 0.083, 0.116, 0.080, 0.088, 0.076, 0.084, 0.081, 0.074, 0.120, -0.343, 1.840, -0.340, -0.335, -0.387, -0.338, -0.524, 1.397, -0.220, -0.273, -0.012, -0.040, -0.062, -0.012, -0.362, -0.204, 0.062, 0.116, 0.109, 0.120]}